Molecular formula: C27H22FNO4S2
Method: DFT, wB97M-V/def2-TZVPD

Positions of all 57 atoms, in Å:
F: 0.309 2.856 0.807
C: 1.260 1.833 0.772
S: 2.843 2.462 1.390
C: 3.801 0.976 1.787
C: 4.749 0.489 0.874
C: 5.411 -0.713 1.143
C: 5.171 -1.391 2.337
C: 4.262 -0.880 3.259
C: 3.567 0.300 2.982
O: 3.488 3.149 0.291
O: 2.581 3.137 2.636
S: 0.309 0.315 1.780
C: -1.446 0.210 2.087
C: -1.900 -0.879 2.832
C: -3.263 -0.974 3.127
C: -4.141 0.030 2.698
C: -3.668 1.120 1.956
C: -2.310 1.216 1.649
O: -0.001 0.174 0.110
O: 0.971 -0.924 2.209
H: 4.936 1.041 -0.045
H: 6.118 -1.098 0.408
H: 5.707 -2.316 2.548
H: 4.080 -1.379 4.208
H: 2.874 0.719 3.712
H: -1.175 -1.615 3.180
H: -3.612 -1.833 3.704
H: -5.205 -0.045 2.941
H: -4.342 1.909 1.626
H: -1.909 2.076 1.124
C: 2.172 0.161 -0.949
C: 1.070 1.010 -0.400
N: -0.144 -0.095 -2.597
C: -1.184 0.650 -3.040
C: -1.295 2.047 -3.122
C: -2.503 2.591 -3.560
C: -3.614 1.780 -3.838
C: -3.575 0.397 -3.597
C: -2.375 -0.171 -3.185
C: -1.997 -1.468 -2.691
C: -0.601 -1.349 -2.325
C: -0.023 -2.312 -1.493
C: -0.780 -3.410 -1.102
C: -2.107 -3.571 -1.528
C: -2.734 -2.592 -2.312
H: 3.052 0.766 -1.205
H: 2.490 -0.635 -0.263
H: 1.769 -0.278 -1.863
H: 0.669 1.637 -1.210
H: -0.455 2.647 -2.779
H: -2.576 3.672 -3.681
H: -4.519 2.240 -4.235
H: -4.434 -0.247 -3.773
H: 0.965 -2.133 -1.085
H: -0.320 -4.142 -0.438
H: -2.654 -4.469 -1.222
H: -3.763 -2.692 -2.641

## Properties
HOMO-LUMO gap in eV: 3.0
Highest occupied orbital energy in eV: -6.161
Calculated total energy in Eh: -2293.7880

=====

Molecular formula: C4H6N4
Method: DFT, wB97M-V/def2-TZVPD

Positions of all 14 atoms, in Å:
H: 0.531 1.097 -2.278
N: 1.139 0.273 -2.307
C: 1.073 -0.179 -1.132
N: 0.451 0.374 -0.013
N: -0.494 1.423 -0.350
C: -1.605 0.986 0.407
N: -1.533 -0.214 0.975
C: -0.248 -0.642 0.715
C: 0.391 -1.695 1.345
H: 1.636 -1.018 -0.785
H: -0.130 2.321 -0.380
H: -2.454 1.678 0.532
H: -0.170 -2.361 2.051
H: 1.413 -2.043 1.218

## Properties
HOMO-LUMO gap in eV: 8.7
Highest occupied orbital energy in eV: -8.176
SMILES string: [H]/N=C\N1NC=NC1=C
Calculated total energy in Eh: -374.9525
Energy relative to the best compared isomer or geometry (same formula, charge and spin) in eV: 2.9624